Computed, not measured: a structure of composition C23H21N11ORuS3, with ωB97M-V with the def2-TZVPD basis set.

Last column: Löwdin spin population.
Atoms and positions in Å:
Ru  0.98630  0.47447  0.08879  0.06
C  0.90597  3.39271  4.48922  0.00
S  -0.59305  2.47157  4.11095  0.04
C  -0.14466  1.54667  2.68679  0.07
S  1.36509  1.84778  1.83817  -0.01
N  -1.02069  0.67983  2.32255  -0.03
N  -0.67427  -0.01440  1.16474  0.22
C  -1.57630  -0.93638  0.87415  0.06
C  -1.49836  -1.87202  -0.15867  0.14
C  -2.65107  -2.66022  -0.45562  0.02
C  -2.72426  -3.46713  -1.53933  0.09
C  -1.60675  -3.54098  -2.42758  0.06
C  -0.48694  -2.86435  -2.10787  0.04
N  -0.39297  -2.08835  -0.97400  0.14
H  0.67446  3.93917  5.40229  0.00
H  1.15631  4.10292  3.70571  0.00
H  1.74743  2.73136  4.68144  0.00
H  -2.46721  -0.96318  1.49094  0.00
H  -3.48939  -2.55976  0.22074  0.00
H  -3.61933  -4.03971  -1.73526  0.00
H  -1.62815  -4.13575  -3.32767  0.00
H  0.41847  -2.89451  -2.69376  0.00
S  2.79534  2.83880  -6.78793  0.00
N  1.38087  2.36556  -6.18600  0.00
C  1.59257  2.06554  -4.91297  0.00
C  0.57649  1.60546  -3.97325  0.00
C  -0.77638  1.44978  -4.29266  0.00
C  -1.63854  1.04694  -3.29847  0.00
C  -1.15279  0.79675  -2.01367  0.00
N  0.13620  0.92334  -1.70584  0.00
C  0.98623  1.32925  -2.67783  0.00
C  2.39033  1.49373  -2.26714  0.00
N  2.64295  1.17738  -0.98172  0.00
C  3.87722  1.36715  -0.52199  0.00
C  4.90382  1.85643  -1.33172  0.00
C  4.65414  2.15136  -2.65535  0.00
C  3.35543  1.96962  -3.14219  0.00
C  2.93621  2.24839  -4.50977  0.00
N  3.72368  2.68115  -5.48364  0.00
H  -1.11778  1.65796  -5.29750  0.00
H  -2.69519  0.92257  -3.48725  0.00
H  -1.80750  0.50459  -1.20608  0.00
H  4.03890  1.11375  0.51712  0.00
H  5.88501  1.99975  -0.90160  0.00
H  5.42424  2.52753  -3.31513  0.00
C  1.21295  -2.59409  2.67129  0.00
O  0.74131  -2.54247  1.30835  0.01
H  1.52624  -1.60001  2.98567  0.00
H  2.03707  -3.29696  2.75599  0.00
H  0.35624  -2.92716  3.24795  0.00
N  3.52340  -1.82371  -1.57234  0.00
C  3.72278  -1.78669  -0.24398  0.01
N  5.00270  -1.70493  0.18496  0.00
N  2.79823  -1.81114  0.68835  0.01
C  1.47734  -1.92307  0.41296  0.01
N  0.91289  -1.58413  -0.76690  0.01
H  4.28951  -1.86924  -2.21903  0.00
H  2.56498  -1.81757  -1.89072  0.00
H  5.78223  -1.77298  -0.44296  0.00
H  5.15856  -1.80704  1.17238  0.00

Total energy in eV: -77713.5905
<S²>: 0.804
Net charge: +1
Relative energy (zero: lowest compared OMol25 entry of this formula, charge and spin) in kJ/mol: 148.5
2S+1: 2
HOMO level (alpha / beta) in eV: -8.64 / -10.16